C72H180N12 | ωB97M-V/def2-TZVPD

## Properties
* lowest unoccupied orbital energy: 0.6 eV
* charge: 0
* orbital gap: 8.637 eV
* maximum force: 2.1 eV/A

Geometry (Å):
1 C 15.13201 -33.93595 -10.99301
2 C 16.34273 -34.80659 -11.10157
3 N 17.37191 -34.41291 -10.13935
4 C 17.80753 -33.00599 -10.27842
5 C 18.66358 -32.75854 -11.54339
6 C 18.41617 -35.44176 -10.00780
7 C 19.28130 -35.23266 -8.78967
8 H 14.92922 -33.69871 -9.94865
9 H 14.22996 -34.45821 -11.31186
10 H 15.24416 -32.96237 -11.47017
11 H 16.11920 -35.83892 -10.83248
12 H 16.68156 -34.79105 -12.13745
13 H 16.99254 -32.28240 -10.29601
14 H 18.33555 -32.68806 -9.37941
15 H 19.58773 -33.33463 -11.59011
16 H 18.08576 -33.00183 -12.43504
17 H 18.92524 -31.70110 -11.58176
18 H 19.07726 -35.43570 -10.87442
19 H 18.00005 -36.44868 -9.97507
20 H 20.08408 -35.96865 -8.74539
21 H 18.69409 -35.32773 -7.87629
22 H 19.74145 -34.24456 -8.79272
23 C 23.17021 -37.30829 -7.77278
24 C 23.10740 -36.61732 -9.15141
25 N 22.34139 -37.45445 -10.08902
26 C 22.98646 -38.73052 -10.46172
27 C 24.31051 -38.74166 -11.25541
28 C 21.90165 -36.69654 -11.28287
29 C 20.88117 -37.54401 -12.10457
30 H 22.18021 -37.64763 -7.46806
31 H 23.57100 -36.59128 -7.05629
32 H 23.85960 -38.14964 -7.84330
33 H 22.56006 -35.67804 -9.07221
34 H 24.08390 -36.28965 -9.50805
35 H 23.19367 -39.27016 -9.53762
36 H 22.37048 -39.43155 -11.02495
37 H 24.12909 -38.51378 -12.30577
38 H 24.98244 -37.95260 -10.91779
39 H 24.81211 -39.70939 -11.25433
40 H 22.72192 -36.38139 -11.92780
41 H 21.36682 -35.80115 -10.96609
42 H 20.24655 -36.83766 -12.63975
43 H 20.28856 -38.16077 -11.42890
44 H 21.37438 -38.19458 -12.82679
45 C 16.28762 -25.42861 -4.69503
46 C 17.62025 -24.91981 -5.27343
47 N 17.58948 -24.66046 -6.69604
48 C 17.30961 -25.87635 -7.48887
49 C 18.27184 -27.02063 -7.46903
50 C 18.85179 -23.96867 -7.08234
51 C 18.79949 -22.49820 -6.60968
52 H 16.28936 -25.63479 -3.62471
53 H 16.01074 -26.37772 -5.15398
54 H 15.46053 -24.72874 -4.81422
55 H 17.88780 -24.02233 -4.71572
56 H 18.38405 -25.65243 -5.01268
57 H 16.29389 -26.18522 -7.24185
58 H 17.26850 -25.64034 -8.55222
59 H 17.98713 -27.84446 -8.12351
60 H 19.19185 -26.72800 -7.97504
61 H 18.43954 -27.42899 -6.47242
62 H 19.02217 -23.99977 -8.15849
63 H 19.68205 -24.41766 -6.53720
64 H 19.70830 -21.96640 -6.89138
65 H 18.61898 -22.24992 -5.56380
66 H 17.99069 -22.03997 -7.17888
67 C 20.89005 -29.63119 -12.51363
68 C 22.13111 -29.06409 -13.20056
69 N 22.37828 -29.53962 -14.57704
70 C 21.42051 -29.11596 -15.56080
71 C 21.13120 -27.60086 -15.74888
72 C 22.66423 -30.98865 -14.71159
73 C 23.85533 -31.42870 -13.79711
74 H 19.97316 -29.30754 -13.00624
75 H 20.88284 -29.34918 -11.46077
76 H 20.95601 -30.71919 -12.51007
77 H 22.04131 -27.97862 -13.24289
78 H 23.01810 -29.21716 -12.58581
79 H 20.47868 -29.61298 -15.32837
80 H 21.78237 -29.58197 -16.47731
81 H 20.46235 -27.36542 -16.57672
82 H 22.06292 -27.08059 -15.97097
83 H 20.72526 -27.15837 -14.83920
84 H 21.78024 -31.60078 -14.53283
85 H 22.96820 -31.09527 -15.75290
86 H 24.22642 -32.38971 -14.15326
87 H 24.67685 -30.71250 -13.81338
88 H 23.48982 -31.50700 -12.77321
89 C 22.84494 -25.30813 -8.87527
90 C 23.20447 -25.09772 -7.41210
91 N 23.15678 -26.40104 -6.74792
92 C 21.85991 -26.57654 -6.11525
93 C 21.62187 -27.98151 -5.58171
94 C 24.27598 -26.53369 -5.78087
95 C 25.56815 -26.77656 -6.54166
96 H 22.84999 -24.39683 -9.47328
97 H 21.90012 -25.84100 -8.98232
98 H 23.61067 -25.92512 -9.34546
99 H 24.18449 -24.62246 -7.36985
100 H 22.57366 -24.34599 -6.93767
101 H 21.69899 -25.85121 -5.31769
102 H 21.07234 -26.34662 -6.83287
103 H 20.61621 -27.92439 -5.16521
104 H 21.70487 -28.76396 -6.33602
105 H 22.27520 -28.31465 -4.77531
106 H 24.14957 -27.40213 -5.13439
107 H 24.27157 -25.66487 -5.12266
108 H 25.90257 -25.95547 -7.17575
109 H 25.47192 -27.58977 -7.26106
110 H 26.42226 -26.99559 -5.90087
111 C 24.68547 -30.61354 -4.87030
112 C 24.55678 -31.84974 -5.75097
113 N 23.65019 -32.84162 -5.20661
114 C 24.15845 -33.54969 -4.00289
115 C 25.36240 -34.41671 -4.27284
116 C 23.14485 -33.71298 -6.28021
117 C 22.04993 -34.63717 -5.73469
118 H 23.72689 -30.29794 -4.45844
119 H 25.00317 -29.75609 -5.46355
120 H 25.38934 -30.78947 -4.05684
121 H 24.14867 -31.50732 -6.70191
122 H 25.56545 -32.21384 -5.94622
123 H 24.50885 -32.84388 -3.24980
124 H 23.40028 -34.11730 -3.46336
125 H 25.15177 -35.21050 -4.98952
126 H 26.19794 -33.82046 -4.63953
127 H 25.79079 -34.86597 -3.37688
128 H 23.91718 -34.27120 -6.80936
129 H 22.68629 -33.14592 -7.09031
130 H 21.58191 -35.10450 -6.60109
131 H 21.28043 -34.11153 -5.16930
132 H 22.44771 -35.41348 -5.08108
133 C 30.78560 -28.38435 -6.50952
134 C 29.79578 -29.52661 -6.30343
135 N 29.66458 -30.30980 -7.55032
136 C 30.82796 -31.11444 -7.67906
137 C 30.95396 -31.89391 -8.98666
138 C 28.39815 -31.05435 -7.58270
139 C 27.18417 -30.13371 -7.84688
140 H 30.67066 -27.59598 -5.76564
141 H 30.70208 -27.94788 -7.50481
142 H 31.82877 -28.69423 -6.44721
143 H 30.11696 -30.17969 -5.49200
144 H 28.84096 -29.20831 -5.88498
145 H 31.73258 -30.51026 -7.61021
146 H 30.82933 -31.84953 -6.87423
147 H 30.74585 -31.27950 -9.86261
148 H 31.96399 -32.28196 -9.11839
149 H 30.29047 -32.75300 -9.08593
150 H 28.20742 -31.61462 -6.66737
151 H 28.45569 -31.80967 -8.36646
152 H 27.31996 -29.65627 -8.81730
153 H 27.13358 -29.38914 -7.05243
154 H 26.25403 -30.70200 -7.84837
155 C 22.55243 -33.13737 -10.47682
156 C 23.23420 -31.93041 -9.82151
157 N 22.42473 -30.76988 -9.60221
158 C 23.18712 -29.68842 -8.96612
159 C 24.33337 -29.15395 -9.84346
160 C 21.26291 -31.08856 -8.75699
161 C 20.13483 -30.01736 -8.70381
162 H 23.25092 -33.86396 -10.89189
163 H 21.91261 -32.82927 -11.30374
164 H 21.96332 -33.71626 -9.76553
165 H 23.63455 -32.24493 -8.85772
166 H 24.01964 -31.64579 -10.52164
167 H 23.62211 -29.98964 -8.01315
168 H 22.61874 -28.78027 -8.76537
169 H 25.20543 -29.80642 -9.88712
170 H 24.68418 -28.21785 -9.40900
171 H 24.03205 -28.97136 -10.87495
172 H 20.83807 -32.02503 -9.11842
173 H 21.65051 -31.22157 -7.74695
174 H 19.43523 -30.28742 -7.91279
175 H 20.41510 -28.98034 -8.51903
176 H 19.54249 -30.04505 -9.61839
177 C 25.78572 -34.22441 -8.99479
178 C 26.57134 -35.53793 -8.97574
179 N 26.66307 -36.14698 -7.61720
180 C 26.80557 -37.59748 -7.69719
181 C 26.30839 -38.30568 -6.43536
182 C 27.55961 -35.49291 -6.63568
183 C 29.04456 -35.51873 -7.00073
184 H 26.17565 -33.51537 -8.26450
185 H 24.71028 -34.32485 -8.84835
186 H 25.98356 -33.66461 -9.90889
187 H 26.03466 -36.24711 -9.60594
188 H 27.59046 -35.49943 -9.36046
189 H 26.07265 -37.94420 -8.42568
190 H 27.76201 -37.95477 -8.07885
191 H 26.98162 -38.29918 -5.57815
192 H 25.35150 -37.85194 -6.17731
193 H 26.17510 -39.36049 -6.67558
194 H 27.42359 -36.00930 -5.68545
195 H 27.28774 -34.45535 -6.44170
196 H 29.66935 -35.25728 -6.14670
197 H 29.18973 -34.82462 -7.82853
198 H 29.32560 -36.53604 -7.27312
199 C 24.83615 -26.21440 -12.34602
200 C 25.73373 -27.36211 -12.79450
201 N 26.66449 -26.98346 -13.93783
202 C 27.63373 -28.04879 -14.19303
203 C 28.68846 -27.75712 -15.31422
204 C 25.93991 -26.65431 -15.11639
205 C 25.16247 -27.79746 -15.80697
206 H 23.98762 -26.15441 -13.02755
207 H 25.42202 -25.29631 -12.30157
208 H 24.40205 -26.40696 -11.36491
209 H 26.40412 -27.55307 -11.95651
210 H 25.08021 -28.21231 -12.98990
211 H 28.19296 -28.23760 -13.27667
212 H 27.16431 -29.01547 -14.37542
213 H 28.19498 -27.66759 -16.28198
214 H 29.20241 -26.83580 -15.04014
215 H 29.32430 -28.63027 -15.46056
216 H 26.63036 -26.25725 -15.86052
217 H 25.27917 -25.81055 -14.91743
218 H 24.60584 -28.37888 -15.07198
219 H 25.77747 -28.55849 -16.28729
220 H 24.55436 -27.45083 -16.64253
221 C 17.69763 -32.84366 -6.34122
222 C 16.17278 -32.87820 -6.24365
223 N 15.50406 -31.54321 -6.20292
224 C 14.03355 -31.79614 -6.12559
225 C 13.28753 -32.27343 -7.37610
226 C 15.94943 -30.65951 -7.31309
227 C 15.38589 -29.20724 -7.23242
228 H 18.10866 -33.85051 -6.26770
229 H 18.11083 -32.12922 -5.62922
230 H 18.02987 -32.57777 -7.34472
231 H 15.84535 -33.46281 -7.10337
232 H 15.85680 -33.48261 -5.39339
233 H 14.00821 -32.57768 -5.36622
234 H 13.42267 -30.99189 -5.71558
235 H 13.39854 -31.45942 -8.09246
236 H 13.63496 -33.23550 -7.75269
237 H 12.21246 -32.40226 -7.25063
238 H 15.58130 -31.16201 -8.20756
239 H 17.03864 -30.63387 -7.34570
240 H 15.66012 -28.63591 -8.11926
241 H 15.81647 -28.69477 -6.37215
242 H 14.29850 -29.19342 -7.15836
243 C 12.19560 -28.96810 -9.97445
244 C 13.41257 -29.51938 -10.71548
245 N 14.49020 -28.57206 -10.81947
246 C 15.70242 -29.33508 -11.08105
247 C 16.97180 -28.44819 -11.27901
248 C 14.22893 -27.45416 -11.76262
249 C 14.11367 -27.90729 -13.23028
250 H 11.75222 -28.11693 -10.49119
251 H 12.51542 -28.61723 -8.99328
252 H 11.42281 -29.72577 -9.84473
253 H 13.66152 -30.40865 -10.13640
254 H 13.04481 -29.88202 -11.67534
255 H 15.61512 -29.95437 -11.97378
256 H 15.90413 -29.97651 -10.22315
257 H 17.05821 -27.62858 -10.56565
258 H 16.94075 -27.93099 -12.23799
259 H 17.90182 -29.01417 -11.22569
260 H 13.27401 -26.96658 -11.56644
261 H 14.96729 -26.67139 -11.58885
262 H 14.00156 -27.06863 -13.91743
263 H 15.00181 -28.44877 -13.55603
264 H 13.25942 -28.56500 -13.39085